Record 1
A structure of composition C30H33N7OPSSeTc in a non-equilibrium geometry, computed with ωB97M-V/def2-TZVPD.

orbital gap (spin up / spin down) = 6.61 / 5.52 eV
HOMO level (spin up / spin down) = -9.8 / -9.8 eV
strongest force on any atom = 0.0391 Eh/bohr
energy relative to the best compared isomer or geometry (same formula, charge and spin) = 34.31 kcal per mole
LUMO energy (spin up / spin down) = -3.17 / -4.25 eV

```
! RIJCOSX wB97M-V def2-TZVPD def2/J DEFGRID3
* xyz 1 4
Tc 0.274 0.252 0.371
N -0.644 -4.443 -0.783
C -0.543 -3.188 -1.279
S -1.671 -2.707 -2.475
N 0.304 -2.404 -0.692
N 0.759 -1.212 -0.925
C 1.576 -0.916 -1.905
C 2.185 0.364 -1.798
C 3.128 0.864 -2.702
C 3.730 2.079 -2.465
C 3.360 2.787 -1.321
C 2.410 2.254 -0.482
N 1.818 1.072 -0.688
H -1.194 -5.118 -1.288
H 0.129 -4.778 -0.230
H 1.825 -1.631 -2.679
H 3.378 0.273 -3.566
H 4.477 2.468 -3.138
H 3.804 3.738 -1.086
H 2.094 2.781 0.409
N -1.019 3.140 0.205
P -0.432 2.250 1.524
C 0.308 3.539 2.581
C 1.168 3.126 3.595
C 1.578 4.025 4.565
C 1.134 5.338 4.532
C 0.301 5.759 3.509
C -0.116 4.864 2.540
C -1.909 1.978 2.573
C -3.171 2.450 2.235
C -4.240 2.222 3.087
C -4.055 1.516 4.265
C -2.799 1.025 4.591
C -1.728 1.246 3.744
C -1.306 2.531 -0.989
C -1.929 3.248 -2.015
C -2.228 2.609 -3.200
C -1.912 1.261 -3.327
C -1.290 0.632 -2.273
N -0.973 1.242 -1.132
H -1.323 4.100 0.303
H 1.506 2.098 3.623
H 2.236 3.698 5.355
H 1.424 6.034 5.304
H -0.044 6.781 3.469
H -0.783 5.212 1.765
H -3.322 2.984 1.307
H -5.217 2.604 2.835
H -4.891 1.342 4.928
H -2.652 0.462 5.501
H -0.748 0.845 3.974
H -2.171 4.289 -1.862
H -2.706 3.142 -4.007
H -2.141 0.702 -4.217
H -1.068 -0.424 -2.335
O -1.561 -0.618 0.998
C -2.689 -0.843 1.420
C -3.921 -0.629 0.595
C -4.396 -2.028 0.137
C -4.468 -3.122 1.217
C -3.102 -3.665 1.683
C -2.417 -2.800 2.762
N -2.901 -1.433 2.633
H -3.699 -0.014 -0.277
H -4.702 -0.148 1.181
H -3.744 -2.381 -0.665
H -5.392 -1.903 -0.290
H -5.024 -3.951 0.773
H -5.068 -2.786 2.068
H -2.456 -3.729 0.807
H -3.230 -4.672 2.078
H -1.333 -2.810 2.650
H -2.669 -3.138 3.766
H -3.869 -1.380 2.924
Se 1.531 -0.625 2.188
*
```

Quick look at the Löwdin charges, all values in e:
1. Tc 0.9323
2. N 0.0623
3. C -0.9373
4. S 0.5671
5. N -0.0107
6. N -0.2230
7. C -0.0555
8. C -0.2350
9. C 0.0088
10. C -0.0266
11. C -0.0304
12. C -0.1118
13. N -0.0853
14. H 0.0874
15. H 0.1034
16. H 0.1471
17. H 0.1238
18. H 0.1200
19. H 0.1141
20. H 0.0948
21. N -0.1042
22. P 0.9341
23. C -0.3386
24. C -0.0994
25. C -0.0560
26. C -0.0594
27. C -0.0633
28. C -0.0804
29. C -0.3404
30. C -0.0852
31. C -0.0769
32. C -0.0737
33. C -0.0718
34. C -0.1030
35. C -0.3686
36. C -0.0026
37. C -0.0356
38. C -0.0350
39. C -0.1506
40. N -0.0158
41. H 0.0973
42. H 0.0629
43. H 0.1131
44. H 0.1123
45. H 0.1123
46. H 0.0934
47. H 0.1025
48. H 0.1103
49. H 0.1097
50. H 0.1142
51. H 0.0889
52. H 0.1160
53. H 0.1180
54. H 0.1153
55. H -0.0173
56. O -0.1362
57. C -0.4400
58. C -0.0785
59. C -0.1660
60. C -0.1800
61. C -0.1527
62. C -0.1426
63. N 0.0774
64. H 0.1171
65. H 0.1213
66. H 0.0548
67. H 0.1180
68. H 0.1160
69. H 0.1113
70. H 0.0833
71. H 0.1127
72. H 0.1113
73. H 0.1230
74. H 0.1275
75. Se 0.1545

=====

Record 2
A structure of composition C30H33NO2P2PdSe2 in a non-equilibrium geometry, computed with ωB97M-V/def2-TZVPD.

orbital gap = 4.62 eV
HOMO level = -0.5 eV
strongest force on any atom = 0.0240 Eh/bohr
energy relative to the best compared isomer or geometry (same formula, charge and spin) = 10.44 kcal per mole
LUMO energy = 4.14 eV

```
! RIJCOSX wB97M-V def2-TZVPD def2/J DEFGRID3
* xyz -2 1
Pd 0.189 -1.317 0.678
C 1.947 1.633 1.604
N 0.795 1.671 0.680
P -0.588 1.114 1.666
C -0.975 2.793 2.413
C -0.383 4.001 2.053
C -0.720 5.185 2.700
C -1.663 5.183 3.717
C -2.260 3.984 4.089
C -1.908 2.807 3.451
C -2.019 1.096 0.489
C -2.430 -0.152 0.014
C -3.480 -0.277 -0.883
C -4.151 0.858 -1.309
C -3.769 2.107 -0.836
C -2.714 2.224 0.056
P 0.924 0.421 -0.550
C 0.015 1.229 -1.935
C -0.549 0.380 -2.884
C -1.209 0.902 -3.987
C -1.327 2.276 -4.143
C -0.791 3.127 -3.184
C -0.126 2.605 -2.086
C 2.613 0.702 -1.219
C 3.374 -0.427 -1.494
C 4.638 -0.304 -2.059
C 5.154 0.952 -2.336
C 4.404 2.088 -2.051
C 3.139 1.962 -1.501
H 1.747 2.301 2.445
H 2.846 1.988 1.099
H 2.133 0.622 1.993
H 0.339 4.004 1.245
H -0.246 6.113 2.401
H -1.928 6.106 4.219
H -2.996 3.969 4.884
H -2.366 1.871 3.756
H -1.866 -1.043 0.302
H -3.730 -1.264 -1.253
H -4.964 0.775 -2.021
H -4.283 2.997 -1.178
H -2.416 3.208 0.399
H -0.495 -0.695 -2.734
H -1.650 0.231 -4.713
H -1.853 2.683 -4.998
H -0.906 4.200 -3.286
H 0.264 3.260 -1.317
H 2.975 -1.404 -1.245
H 5.220 -1.192 -2.269
H 6.143 1.050 -2.770
H 4.806 3.072 -2.263
H 2.547 2.844 -1.289
O 1.207 -7.098 1.208
C -0.050 -6.481 0.907
C -0.008 -4.948 0.909
C 1.054 -4.490 -0.096
O 2.389 -4.640 0.416
C 0.324 -4.494 2.347
Se 1.052 -2.668 2.710
C -1.391 -4.421 0.500
Se -2.004 -4.686 -1.366
H 1.889 -6.448 0.975
H -0.766 -6.832 1.660
H -0.404 -6.807 -0.076
H 0.884 -3.443 -0.371
H 0.980 -5.081 -1.009
H 2.446 -3.982 1.135
H 1.062 -5.182 2.761
H -0.585 -4.604 2.943
H -1.406 -3.347 0.715
H -2.129 -4.871 1.171
*
```

Quick look at the Löwdin charges, all values in e:
1. Pd -0.0042
2. C -0.2234
3. N -0.5092
4. P 0.9788
5. C -0.3722
6. C -0.1170
7. C -0.1080
8. C -0.1233
9. C -0.1086
10. C -0.1145
11. C -0.3697
12. C -0.1299
13. C -0.0713
14. C -0.1005
15. C -0.1032
16. C -0.1018
17. P 0.8681
18. C -0.3365
19. C -0.0890
20. C -0.0904
21. C -0.1129
22. C -0.1044
23. C -0.1116
24. C -0.3339
25. C -0.0810
26. C -0.0900
27. C -0.1120
28. C -0.1015
29. C -0.1042
30. H 0.0607
31. H 0.0607
32. H 0.0559
33. H 0.0872
34. H 0.0902
35. H 0.0860
36. H 0.0911
37. H 0.1010
38. H 0.0440
39. H 0.0970
40. H 0.0921
41. H 0.0902
42. H 0.0950
43. H 0.1050
44. H 0.0987
45. H 0.0879
46. H 0.0907
47. H 0.0844
48. H 0.0970
49. H 0.0980
50. H 0.0893
51. H 0.0915
52. H 0.0955
53. O -0.1000
54. C -0.2414
55. C -0.6016
56. C -0.2701
57. O -0.1424
58. C -0.5688
59. Se 0.3684
60. C -0.6750
61. Se 0.1088
62. H 0.0504
63. H 0.1179
64. H 0.0824
65. H 0.0591
66. H 0.0973
67. H -0.0136
68. H 0.0392
69. H 0.0441
70. H -0.0045
71. H 0.0379

=====

Record 3
A structure of composition C30H34AsBeO6Si2, computed with ωB97M-V/def2-TZVPD.

orbital gap = 6.80 eV
HOMO level = -4.5 eV
strongest force on any atom = 0.0098 Eh/bohr
LUMO energy = 2.26 eV

```
! RIJCOSX wB97M-V def2-TZVPD def2/J DEFGRID3
* xyz -1 1
Be 0.351 1.093 1.070
O 2.830 -1.931 5.272
C 2.299 -1.313 4.379
C 0.955 -0.579 4.470
O 0.196 -0.587 5.422
C 0.816 0.066 3.167
C 1.864 -0.276 2.306
O 1.787 0.186 1.102
C 2.844 -1.133 2.958
O 3.858 -1.648 2.514
O -0.104 0.825 2.685
O -0.748 0.200 0.126
As -0.537 -1.416 -0.258
C 1.180 -2.045 -0.797
C 1.705 -1.625 -2.016
C 2.969 -2.047 -2.389
C 3.700 -2.876 -1.547
C 3.172 -3.291 -0.337
C 1.902 -2.882 0.043
C -1.702 -1.706 -1.747
C -2.810 -0.871 -1.853
C -3.714 -1.068 -2.886
C -3.511 -2.092 -3.802
C -2.401 -2.918 -3.695
C -1.489 -2.725 -2.666
C -1.148 -2.531 1.180
C -1.231 -3.911 1.009
C -1.690 -4.701 2.049
C -2.058 -4.113 3.254
C -1.974 -2.740 3.418
C -1.528 -1.935 2.376
H 1.146 -0.951 -2.655
H 3.394 -1.708 -3.325
H 4.700 -3.180 -1.829
H 3.761 -3.896 0.337
H 1.502 -3.179 1.004
H -2.947 -0.062 -1.144
H -4.572 -0.417 -2.978
H -4.217 -2.241 -4.609
H -2.239 -3.708 -4.416
H -0.612 -3.358 -2.594
H -0.928 -4.372 0.075
H -1.748 -5.775 1.927
H -2.401 -4.733 4.071
H -2.233 -2.286 4.364
H -1.428 -0.866 2.508
C 3.381 2.701 -0.257
Si 1.623 2.979 -0.846
C 1.618 4.700 -1.636
C 1.328 1.766 -2.264
C 0.418 2.782 0.514
Si -1.283 3.386 0.205
C -1.899 2.954 -1.530
C -1.449 5.260 0.370
C -2.530 2.669 1.419
H 4.090 2.897 -1.066
H 3.513 1.675 0.094
H 3.627 3.366 0.573
H 2.465 4.817 -2.317
H 1.691 5.476 -0.871
H 0.705 4.885 -2.205
H 2.251 1.621 -2.832
H 0.557 2.114 -2.952
H 1.007 0.796 -1.873
H 0.812 3.387 1.346
H -1.527 3.661 -2.275
H -2.991 2.974 -1.565
H -1.561 1.957 -1.818
H -0.861 5.780 -0.386
H -1.104 5.598 1.349
H -2.492 5.568 0.259
H -2.464 1.582 1.442
H -3.552 2.950 1.147
H -2.336 3.022 2.434
*
```

Quick look at the Löwdin charges, all values in e:
1. Be -0.0046
2. O 0.1060
3. C -0.2523
4. C -0.2884
5. O 0.0774
6. C -0.2685
7. C -0.2473
8. O -0.0259
9. C -0.2890
10. O 0.0706
11. O -0.0124
12. O -0.3740
13. As 1.3060
14. C -0.3022
15. C -0.1070
16. C -0.0676
17. C -0.0709
18. C -0.0626
19. C -0.0842
20. C -0.2812
21. C -0.0771
22. C -0.0723
23. C -0.0878
24. C -0.0858
25. C -0.0958
26. C -0.2799
27. C -0.1060
28. C -0.0866
29. C -0.0774
30. C -0.0515
31. C -0.0565
32. H 0.0947
33. H 0.1045
34. H 0.1025
35. H 0.1103
36. H 0.1100
37. H 0.1027
38. H 0.1047
39. H 0.0999
40. H 0.1007
41. H 0.1029
42. H 0.1038
43. H 0.1000
44. H 0.1021
45. H 0.1124
46. H 0.0955
47. C -0.1804
48. Si 0.4003
49. C -0.1946
50. C -0.1660
51. C -0.3603
52. Si 0.4005
53. C -0.1791
54. C -0.1881
55. C -0.1823
56. H 0.0208
57. H 0.0192
58. H 0.0285
59. H 0.0183
60. H 0.0239
61. H 0.0105
62. H 0.0322
63. H 0.0232
64. H -0.0145
65. H 0.0403
66. H 0.0196
67. H 0.0229
68. H 0.0015
69. H 0.0068
70. H 0.0248
71. H 0.0201
72. H 0.0053
73. H 0.0217
74. H 0.0331